#a
ORCA calculation (wB97M-V/def2-TZVPD) on a molecular structure, C36H50CsGeN7O5.

Last column: Löwdin charge in e.
Geometry (Å):
1 Cs -0.3728 0.7497 -0.5074  0.937
2 C -0.4196 -1.5691 4.6212  -0.080
3 O -1.7782 -1.5191 4.1586  -0.006
4 C -1.7213 -0.8761 2.9590  -0.302
5 N -0.6306 -0.3343 2.6172  0.164
6 C 0.2951 -0.5233 3.7459  -0.246
7 C 1.6970 -0.9584 3.3911  -0.195
8 C 2.5728 -1.2449 4.4413  -0.055
9 C 3.8508 -1.7167 4.1935  -0.096
10 C 4.2777 -1.9019 2.8822  -0.094
11 C 3.4180 -1.6038 1.8378  -0.067
12 C 2.1317 -1.1305 2.0855  -0.046
13 C -3.0097 -0.8922 2.2191  -0.174
14 C -4.0338 -1.7196 2.6728  0.016
15 C -5.2393 -1.7087 1.9966  -0.028
16 C -5.3800 -0.8815 0.8983  0.017
17 C -4.2910 -0.1083 0.5136  -0.195
18 N -3.1278 -0.1013 1.1580  0.169
19 C -4.3941 0.7301 -0.7060  -0.329
20 N -3.4302 1.2333 -1.3502  0.118
21 C -3.9953 1.9117 -2.5245  -0.237
22 C -5.5247 1.7398 -2.3450  -0.059
23 O -5.6546 0.9171 -1.1666  0.000
24 C -3.4907 1.3325 -3.8257  -0.190
25 C -3.2895 -0.0355 -3.9705  -0.019
26 C -2.9075 -0.5595 -5.1961  -0.072
27 C -2.7233 0.2789 -6.2870  -0.098
28 C -2.9088 1.6458 -6.1445  -0.080
29 C -3.2888 2.1681 -4.9168  -0.034
30 H -0.0279 -2.5721 4.4402  0.138
31 H -0.4107 -1.3523 5.6866  0.128
32 H 0.3526 0.4384 4.2731  0.146
33 H 2.2457 -1.1054 5.4670  0.117
34 H 4.5112 -1.9468 5.0203  0.102
35 H 5.2705 -2.2845 2.6821  0.102
36 H 3.7252 -1.7576 0.8105  0.113
37 H 1.4837 -0.9360 1.2396  0.040
38 H -3.8741 -2.3492 3.5343  0.120
39 H -6.0563 -2.3401 2.3190  0.115
40 H -6.2984 -0.8359 0.3327  0.121
41 H -3.7151 2.9660 -2.4840  0.144
42 H -5.9908 1.2182 -3.1787  0.131
43 H -6.0439 2.6789 -2.1588  0.125
44 H -3.4173 -0.6957 -3.1209  0.101
45 H -2.7417 -1.6247 -5.2933  0.102
46 H -2.4245 -0.1325 -7.2430  0.104
47 H -2.7510 2.3076 -6.9866  0.102
48 H -3.4224 3.2384 -4.8036  0.113
49 N 3.6014 2.0075 -0.8765  0.069
50 C 3.5651 2.0879 0.5861  -0.329
51 C 4.9130 2.4896 1.1963  -0.149
52 C 4.9316 2.8612 2.6835  -0.168
53 C 4.1681 1.9185 3.6190  -0.142
54 N 2.7231 2.1556 3.6171  0.108
55 C 2.1555 3.2788 4.0410  -0.448
56 N 2.7745 4.0487 4.9588  0.206
57 N 0.9401 3.5864 3.6014  0.207
58 C 2.4280 3.0574 0.9525  -0.662
59 O 2.6772 4.2646 1.0030  0.030
60 O 1.3087 2.5020 1.2309  -0.242
61 H 4.3700 1.4181 -1.1783  0.078
62 H 3.7669 2.9352 -1.2544  0.087
63 H 3.2787 1.0976 0.9496  0.114
64 H 5.2924 3.3478 0.6370  0.116
65 H 5.6078 1.6595 1.0237  0.116
66 H 4.5297 3.8714 2.7933  0.103
67 H 5.9725 2.8964 3.0159  0.113
68 H 4.5376 1.9948 4.6453  0.115
69 H 4.3023 0.8750 3.3350  0.107
70 H 2.1851 1.6827 2.8923  0.114
71 H 3.7270 3.8445 5.2019  0.103
72 H 2.4832 5.0049 5.0562  0.121
73 H 0.7635 3.2498 2.6187  0.089
74 H 0.5527 4.4735 3.8750  0.120
75 C 0.9181 -0.2764 -5.4435  -0.015
76 C 0.9093 0.1822 -4.0095  -0.512
77 C 1.9102 -0.4376 -3.0739  -0.048
78 O 0.1161 1.0172 -3.6218  -0.032
79 H 1.8979 -0.0766 -5.8837  0.087
80 H 0.1387 0.2313 -6.0058  0.068
81 H 0.7630 -1.3573 -5.4752  0.079
82 H 2.6606 -1.0252 -3.6021  0.082
83 H 1.3853 -1.0956 -2.3626  0.030
84 H 2.3894 0.3498 -2.4881  0.055
85 C -1.0564 -5.3671 -1.3816  -0.249
86 Ge -0.8925 -3.3887 -1.4900  0.653
87 C -0.6373 -3.0355 -3.4249  -0.234
88 C -2.7219 -2.7311 -1.0976  -0.225
89 C 0.3821 -2.4542 -0.4362  -0.442
90 H -1.8352 -5.7463 -2.0486  0.001
91 H -1.2977 -5.6685 -0.3600  0.000
92 H -0.1100 -5.8394 -1.6536  0.002
93 H -1.3142 -3.6345 -4.0394  0.013
94 H 0.3884 -3.2682 -3.7223  0.014
95 H -0.8241 -1.9794 -3.6343  -0.014
96 H -3.4578 -3.1678 -1.7780  0.020
97 H -2.7557 -1.6444 -1.1997  -0.028
98 H -3.0131 -2.9832 -0.0741  0.009
99 H 1.3750 -2.9190 -0.5252  -0.077
100 H 0.0803 -2.5315 0.6198  -0.093

The charge is 0. As for the HOMO energy: -5.16 eV. The spin multiplicity is 1. The value obtained for the LUMO energy is 0.0 eV.

---

#b
ORCA calculation (wB97M-V/def2-TZVPD) on a molecular structure, C36H50CsGeN7O5.

Last column: Löwdin charge in e.
Geometry (Å):
1 Cs -0.0244 0.4764 -0.2856  1.080
2 C -4.0361 0.1388 3.5821  -0.069
3 O -2.8961 0.8286 4.1266  -0.003
4 C -1.9585 0.8312 3.1424  -0.300
5 N -2.2817 0.3716 2.0083  0.121
6 C -3.6991 0.0030 2.0824  -0.244
7 C -4.5677 0.8698 1.1867  -0.185
8 C -5.9414 0.6322 1.1530  -0.046
9 C -6.7774 1.4092 0.3680  -0.091
10 C -6.2442 2.4378 -0.4035  -0.112
11 C -4.8733 2.6558 -0.4021  -0.064
12 C -4.0382 1.8744 0.3878  -0.020
13 C -0.6631 1.4418 3.5548  -0.174
14 C -0.6502 2.2446 4.6899  0.013
15 C 0.5535 2.8046 5.0787  -0.028
16 C 1.6930 2.4994 4.3598  0.019
17 C 1.5816 1.6698 3.2456  -0.166
18 N 0.4200 1.1704 2.8295  0.147
19 C 2.8238 1.2175 2.5609  -0.319
20 N 2.9265 0.5653 1.4847  0.180
21 C 4.3555 0.2218 1.3318  -0.233
22 C 5.0412 0.9463 2.5089  -0.069
23 O 3.9493 1.4921 3.2765  -0.016
24 C 4.9324 0.5827 -0.0138  -0.201
25 C 5.3799 -0.4178 -0.8648  -0.043
26 C 5.9376 -0.1008 -2.0960  -0.081
27 C 6.0500 1.2242 -2.4825  -0.080
28 C 5.5967 2.2301 -1.6405  -0.082
29 C 5.0419 1.9107 -0.4132  -0.046
30 H -4.9237 0.7355 3.7812  0.127
31 H -4.1141 -0.8247 4.0862  0.129
32 H -3.8081 -1.0348 1.7578  0.149
33 H -6.3647 -0.1665 1.7535  0.120
34 H -7.8453 1.2290 0.3762  0.102
35 H -6.9065 3.0846 -0.9695  0.099
36 H -4.4347 3.4399 -1.0073  0.116
37 H -2.9700 2.0392 0.3662  0.106
38 H -1.5584 2.4169 5.2466  0.119
39 H 0.6063 3.4486 5.9464  0.114
40 H 2.6616 2.8769 4.6492  0.120
41 H 4.4272 -0.8625 1.4472  0.142
42 H 5.6750 1.7688 2.1820  0.121
43 H 5.6076 0.2815 3.1580  0.126
44 H 5.2818 -1.4556 -0.5657  0.108
45 H 6.2724 -0.8913 -2.7554  0.101
46 H 6.4682 1.4752 -3.4484  0.105
47 H 5.6518 3.2630 -1.9564  0.090
48 H 4.6634 2.7035 0.2236  0.117
49 N -2.3690 -1.7985 -1.8654  0.072
50 C -3.4152 -0.8003 -1.7111  -0.315
51 C -4.8310 -1.2293 -2.1060  -0.144
52 C -5.0162 -1.5601 -3.5926  -0.175
53 C -6.3392 -1.0448 -4.1678  -0.159
54 N -6.5249 0.4022 -4.0006  0.091
55 C -5.7292 1.3057 -4.5712  -0.464
56 N -5.0706 1.0195 -5.6981  0.217
57 N -5.7118 2.5692 -4.1009  0.191
58 C -2.9623 0.5478 -2.3702  -0.640
59 O -3.7429 1.0756 -3.2028  -0.049
60 O -1.8706 0.9752 -1.9738  -0.310
61 H -2.2458 -2.1116 -2.8199  0.081
62 H -2.4977 -2.6062 -1.2709  0.082
63 H -3.4506 -0.5710 -0.6407  0.111
64 H -5.4887 -0.4074 -1.8059  0.094
65 H -5.1258 -2.0928 -1.5007  0.116
66 H -4.9892 -2.6390 -3.7594  0.116
67 H -4.1917 -1.1273 -4.1598  0.100
68 H -7.1933 -1.5171 -3.6828  0.127
69 H -6.4352 -1.2750 -5.2309  0.115
70 H -6.9374 0.6934 -3.1291  0.141
71 H -4.9568 0.0457 -5.9216  0.106
72 H -4.2351 1.5620 -5.8597  0.133
73 H -5.8952 2.6277 -3.1070  0.083
74 H -4.8593 3.0654 -4.3235  0.123
75 C 2.2552 -4.0023 -2.1770  -0.023
76 C 1.1753 -2.9744 -1.9259  -0.507
77 C 1.0190 -1.9025 -2.9527  -0.056
78 O 0.5209 -3.0024 -0.9007  0.012
79 H 2.1033 -4.4950 -3.1387  0.079
80 H 2.2736 -4.7328 -1.3720  0.077
81 H 3.2192 -3.4904 -2.2376  0.083
82 H 1.1843 -2.2697 -3.9665  0.085
83 H 1.7508 -1.0946 -2.7688  0.036
84 H 0.0582 -1.3977 -2.8746  0.047
85 C 3.3203 4.4078 -3.1428  -0.250
86 Ge 1.9651 3.0009 -2.6739  0.641
87 C 1.4746 3.5667 -0.8227  -0.264
88 C 0.4075 3.5052 -3.7870  -0.235
89 C 2.2969 1.1468 -2.7273  -0.391
90 H 2.8399 5.3624 -3.3746  -0.002
91 H 3.9061 4.0947 -4.0103  0.002
92 H 4.0102 4.5761 -2.3113  -0.019
93 H 1.3012 4.6443 -0.7750  0.010
94 H 2.2568 3.3001 -0.1061  -0.011
95 H 0.5525 3.0670 -0.5216  -0.091
96 H 0.1338 4.5531 -3.6404  0.003
97 H -0.4425 2.8671 -3.5370  -0.010
98 H 0.6505 3.3610 -4.8429  0.005
99 H 3.1693 0.8919 -2.1127  -0.093
100 H 2.5041 0.8256 -3.7577  -0.072

The charge is 0. As for the HOMO energy: -4.43 eV. The spin multiplicity is 1. The value obtained for the LUMO energy is 0.0 eV.

---

Of them, the most stable is #a and the least stable is #b.

---

#a
ORCA calculation (wB97M-V/def2-TZVPD) on a gas-phase ion, C7H9N (charge -1).

Last column: natural (NBO) charge in e.
Geometry (Å):
1 C 0.8852 1.0179 0.0678  -0.251
2 C 0.5990 1.8782 1.2373  -0.348
3 N -0.5046 1.0136 1.7137  -0.646
4 C -0.1815 -0.1051 0.8393  0.125
5 C -0.0874 0.1100 -0.5885  -0.194
6 C -0.7048 -0.6236 -1.5908  -0.219
7 C -0.9007 -0.3495 -2.9279  -0.588
8 C 0.5728 -1.1985 1.5728  -0.644
9 H 1.8556 0.5305 -0.0917  0.183
10 H 0.3114 2.9249 1.0995  0.139
11 H -1.4423 1.4039 1.5895  0.326
12 H -0.9703 -1.6470 -1.3059  0.171
13 H -1.5386 -1.0135 -3.4900  0.173
14 H -0.2923 0.4543 -3.3260  0.178
15 H 1.5481 -0.8310 1.9090  0.205
16 H 0.8709 -1.9969 0.8832  0.192
17 H -0.0206 -1.5682 2.4086  0.200

The charge is -1. As for the HOMO energy (alpha / beta): -1.66 / -1.05 eV. The spin multiplicity is 2. The value obtained for the LUMO energy (alpha / beta) is 4.3 / 4.2 eV.

---

#b
ORCA calculation (wB97M-V/def2-TZVPD) on a gas-phase ion, C7H9N (charge -1).

Last column: natural (NBO) charge in e.
Geometry (Å):
1 C -1.1402 -0.7392 -0.7272  -0.323
2 C -1.9404 0.3083 -0.4427  -0.070
3 N -1.3651 1.3694 0.2440  -0.581
4 C -0.0674 0.9096 0.5570  -0.030
5 C 0.1034 -0.3935 -0.0116  -0.144
6 C 1.3454 -1.0914 -0.2089  -0.308
7 C 1.5009 -2.3573 -0.6490  -0.688
8 C 1.1110 1.6788 1.0611  -0.642
9 H -1.4219 -1.7666 -1.1439  0.218
10 H -2.9490 0.5472 -0.6745  0.167
11 H -1.6767 2.2444 0.6319  0.395
12 H 2.3280 -0.5289 -0.0438  0.150
13 H 0.7602 -3.0301 -0.5233  0.150
14 H 2.4340 -2.7164 -0.9013  0.156
15 H 0.9683 2.3019 1.9815  0.182
16 H 1.5534 2.3617 0.2215  0.142
17 H 2.0830 1.1091 1.2719  0.227

The charge is -1. As for the HOMO energy (alpha / beta): 1.03 / -2.30 eV. The spin multiplicity is 2. The value obtained for the LUMO energy (alpha / beta) is 4.1 / 4.0 eV.

---

Of them, the most stable is #b and the least stable is #a.